1:
Formula: H23O12
Source: the Open Molecules 2025 dataset
Level of theory: ωB97M-V with the def2-TZVPD basis set

Geometry as XYZ:
```
35
H23O12 (ωB97M-V with the def2-TZVPD basis set)
O 1.79 -1.16 2.45
H 1.81 -0.46 3.10
H 1.53 -0.62 1.69
O -1.02 0.70 4.59
H -1.11 -0.10 4.05
H -0.33 1.04 4.01
O -1.35 -1.71 -3.27
H -1.00 -0.86 -3.57
O -3.82 -2.63 -0.89
H -3.27 -3.43 -0.83
H -3.04 -2.00 -0.88
O -1.36 1.15 0.25
H -2.17 1.37 -0.16
H -1.26 0.01 0.32
O 0.53 -2.56 -0.10
H 0.83 -2.23 0.75
H -1.45 -1.52 -2.33
O 2.43 1.89 0.66
H 1.88 1.39 0.05
H 3.28 1.46 0.69
O -1.64 -1.16 -0.29
H -2.08 -1.84 0.22
H -0.34 -2.07 -0.26
O 0.31 0.49 -1.57
H -0.27 1.06 -0.96
H -0.08 -0.38 -1.51
O 3.13 0.24 -1.64
H 2.19 0.10 -1.83
H 3.47 -0.66 -1.64
O 1.07 3.67 -2.39
H 0.54 3.06 -2.90
H 1.25 3.26 -1.54
O 0.06 1.39 2.20
H -0.82 1.07 2.00
H 0.33 2.03 1.54
```

- 2S+1 = 1
- LUMO level (hartree) = 0.1060
- gap between HOMO and LUMO (eV) = 10.16
- E_HOMO (eV) = -7.28
- net charge = -1

=====

2:
Formula: H23O12
Source: the Open Molecules 2025 dataset
Level of theory: ωB97M-V with the def2-TZVPD basis set

Geometry as XYZ:
```
35
H23O12 (ωB97M-V with the def2-TZVPD basis set)
O -0.07 0.63 -2.55
H 0.97 -1.50 -1.28
H -2.87 -0.67 3.16
O -0.10 2.40 0.64
H -0.62 3.18 0.82
H -0.04 2.16 -0.29
O -4.11 1.27 -1.34
H -3.91 0.45 -0.92
O -3.38 -1.48 3.19
H 3.56 0.05 0.62
H -2.60 -2.09 3.15
O 0.80 -2.46 -1.31
H 1.11 -0.12 0.99
H -1.77 -0.87 -1.37
O -0.85 -2.34 1.79
H -0.18 -0.14 4.38
H -3.35 1.36 -1.95
O 4.45 0.00 1.09
H 4.37 0.35 2.06
H -1.09 -1.52 1.34
O 2.45 2.94 -3.10
H 1.59 2.77 -2.68
H 2.76 2.04 -2.75
O 0.23 -0.10 1.26
H -0.06 0.74 0.90
H -1.37 0.07 -2.43
O -0.49 -0.87 3.83
H -0.03 1.19 -3.28
H 2.80 -0.35 -2.02
O 2.13 -0.14 -1.36
H 0.15 -0.70 3.02
H -1.03 -3.11 1.18
O -2.30 -0.44 -2.02
H 1.29 0.25 -1.82
H 1.52 -2.95 -0.94
```

- 2S+1 = 1
- LUMO level (hartree) = 0.0911
- gap between HOMO and LUMO (eV) = 8.88
- E_HOMO (eV) = -6.40
- net charge = -1

=====

Most stable structure among those shown: 1.